13
Properties=species:S:1:pos:R:3:forces:R:3 method="wB97M-V/def2-TZVPD" homo_energy_ev="-18.740 / -19.087" e_lumo_ha="-0.3874 / -0.5234" homo_lumo_gap_ev="8.20 / 4.85" spin_multiplicity=2 charge=+2 s_squared=1.767
In -24.2622 -4.0558 -27.4371 0.3231 0.5784 0.4413
C -26.6367 -6.9324 -29.2022 0.5662 -0.8705 1.0508
C -26.4486 -5.7890 -30.2794 1.9240 1.3940 2.0075
O -25.5455 -4.7357 -30.0062 -2.7881 -3.3409 -1.0511
H -26.5440 -6.6256 -28.1603 -0.3588 0.6863 -0.1303
H -25.9213 -7.7534 -29.2493 0.6135 0.3082 -0.6997
H -27.5674 -7.4806 -29.3483 -0.4400 0.7109 -0.3652
H -27.4238 -5.3715 -30.5301 -0.5719 0.8888 -0.1469
H -26.1489 -6.3612 -31.1573 0.7653 -0.0221 -1.0754
N -24.4220 -0.2060 -26.5103 2.4748 2.1271 -0.0966
O -24.0098 0.9469 -26.5369 -0.8256 -1.1373 -0.1953
O -25.2565 -0.5829 -25.7555 -3.0162 0.0759 2.3999
O -23.9212 -1.1105 -27.1453 1.3338 -1.3989 -2.1389

---

14
Properties=species:S:1:pos:R:3:forces:R:3 method="wB97M-V/def2-TZVPD" homo_energy_ev="-14.158 / -14.157" e_lumo_ha="-0.2080 / -0.2080" homo_lumo_gap_ev="8.50 / 8.50" charge=+1 de_lowest_ev=8.1843
C -0.2344 -0.3336 0.0767 3.0628 1.2091 0.4796
C 3.2001 -0.1885 0.4275 0.7093 -2.1856 3.8748
C 3.6308 -0.0322 -0.7588 -0.6220 1.2853 -1.9111
C -2.5981 0.5890 -0.0094 -1.9107 0.3689 -4.0689
C -1.6523 -0.6305 0.0576 -0.9825 -0.3394 -0.3206
N 0.9021 -0.0282 0.0902 -4.4931 -2.2034 -0.0631
N 2.0285 0.5261 0.2830 1.0735 2.5264 -1.4337
H 3.4187 -0.6433 1.4732 0.3593 0.4467 -2.2337
H 3.8827 0.3971 -1.7804 -0.3602 -0.8137 1.8125
H -2.5205 1.3206 0.7346 0.8420 0.6565 1.5217
H -3.6974 0.2766 0.0570 1.6646 -0.0582 -0.2147
H -2.5172 1.1784 -0.9829 -0.0679 -0.8834 1.0967
H -1.7595 -1.4992 -0.6621 -0.3968 1.2893 0.4873
H -2.0833 -0.9322 0.9938 1.1217 -1.2986 0.9732

---

71
Properties=species:S:1:pos:R:3:forces:R:3 method="wB97M-V/def2-TZVPD" homo_energy_ev=-8.094 e_lumo_ha=0.0109 homo_lumo_gap_ev=8.39
Sr 0.2954 -0.5267 1.8797 0.5812 -0.0307 0.7094
C -1.2400 -4.5901 2.9216 -0.2949 -0.4332 -0.0519
C -0.8398 -3.1556 2.6626 -0.5498 -0.0127 -0.0878
O -0.2233 -2.5336 3.5599 0.3522 0.2769 0.3328
O -1.2228 -2.6164 1.5926 0.0357 0.0176 -0.2539
H -0.4079 -5.2227 3.2271 0.1121 0.1740 0.0528
H -1.7171 -5.0263 2.0458 0.0639 0.0521 -0.0512
H -1.9735 -4.6078 3.7331 0.1003 0.0354 0.0409
C 4.2466 -0.0892 3.8996 0.7648 0.4865 -0.8602
C 3.1146 0.1053 2.9145 -2.1968 -0.5125 0.5662
O 2.2340 0.9500 3.2428 0.3300 0.1850 -0.2559
O 2.8990 -0.7057 1.9579 0.7063 0.0513 -0.1699
H 3.8366 -0.4918 4.8196 -0.0055 -0.1592 0.0220
H 4.6906 0.8844 4.1191 -0.1264 -0.0224 0.1335
H 5.0350 -0.7127 3.4801 -0.1144 -0.2462 0.1749
C -2.3583 0.4004 4.0877 -0.0897 -0.6347 0.5974
O -1.2768 0.4974 3.5225 0.0735 0.7738 -0.1916
N -3.1307 1.4995 4.3949 0.4703 -1.1070 -0.5258
N -2.8078 -0.8167 4.5010 -0.6606 0.4021 0.0859
H -4.0183 1.3842 4.8434 0.0262 0.3330 0.1430
H -2.7130 2.3876 4.2001 -0.2357 0.2172 0.0466
H -3.7743 -0.9569 4.7353 0.0727 0.0022 0.1488
H -2.2129 -1.6290 4.4344 0.3293 0.1446 -0.3654
C -2.0750 1.7909 -5.0703 -0.3068 -1.0776 -0.8152
O -1.3150 2.2464 -3.9994 -0.1765 -0.0922 0.5168
C -0.0256 2.6117 -4.3874 0.8215 0.8055 -0.4834
C 0.6351 3.4150 -3.2909 -0.3288 0.1779 0.1117
N 0.8201 2.6088 -2.0912 -0.0526 -0.0589 -0.9818
C 1.2484 3.3893 -0.9493 -0.3761 -0.8140 0.0676
C 1.5224 2.5041 0.2524 0.8160 0.4386 0.5905
O 0.3851 2.0388 0.9543 -0.0460 -0.5248 -0.4567
C -0.4630 3.0473 1.4244 0.4468 0.7533 0.5931
H -3.0141 1.3695 -4.7117 -0.0857 0.4165 0.1896
H -1.6046 0.9392 -5.5996 0.2125 0.3078 0.1586
H -2.2540 2.5694 -5.8198 -0.0843 0.0967 0.1327
H -0.0555 3.2634 -5.2788 -0.1561 -0.1591 0.0598
H 0.5967 1.7474 -4.6561 -0.1661 -0.1605 0.1325
H 0.0082 4.3037 -3.0883 -0.0153 -0.0949 -0.0507
H 1.5726 3.8112 -3.6908 0.2040 -0.2207 0.2354
H -0.0754 2.1496 -1.9492 0.1800 0.1045 0.4252
H 0.4881 4.1372 -0.6938 0.3364 0.3988 0.0473
H 2.1963 3.8505 -1.2210 -0.0410 0.3154 0.0537
H 2.1802 3.0491 0.9487 -0.2723 0.0111 0.0586
H 2.1006 1.6247 -0.0315 -0.1164 -0.0719 -0.1346
H -1.0445 2.6628 2.2578 -0.2465 -0.3332 -0.2549
H -1.0832 3.4592 0.6258 -0.2237 -0.0353 0.0973
H 0.1321 3.8618 1.8724 -0.0567 -0.0322 -0.2692
C -2.9499 0.5317 0.3956 -1.1032 -0.4169 -0.2490
O -1.6200 0.1467 0.1879 0.4895 0.3617 -0.0488
C -1.3458 -0.0677 -1.1807 -0.0603 -1.0353 -0.6650
C 0.0874 -0.5051 -1.4354 1.5163 0.7448 1.1665
N 0.5220 -1.6075 -0.5586 -1.0582 -0.0203 -0.6462
C 1.8882 -2.0309 -0.7969 0.6025 -0.1758 -0.5435
C 2.0822 -2.8547 -2.0639 -0.7223 0.4430 -0.2818
O 1.1268 -3.8995 -2.0498 0.3961 -0.2519 0.3841
C 1.3832 -4.9050 -2.9988 -0.0859 0.2897 -0.4254
H -3.3312 1.1682 -0.4143 0.2765 0.1398 0.0712
H -3.0832 1.0571 1.3383 0.3702 -0.0090 0.0910
H -3.6106 -0.3502 0.4045 0.1816 0.0443 0.0809
H -1.5823 0.8321 -1.7601 0.0145 -0.0589 -0.0409
H -1.9838 -0.8900 -1.5520 -0.1731 0.2449 0.0840
H 0.7902 0.2935 -1.1578 -0.3643 0.1937 -0.2969
H 0.3058 -0.6830 -2.4930 -0.5395 -0.0564 -0.1584
H -0.1139 -2.3785 -0.7576 0.2171 -0.2564 0.5737
H 2.2729 -2.6182 0.0377 -0.2308 0.0921 0.1727
H 2.5302 -1.1489 -0.8784 -0.0215 0.0119 0.1835
H 3.1168 -3.2124 -2.1034 -0.0708 -0.1904 -0.0401
H 1.8795 -2.2523 -2.9658 0.3093 0.0424 0.0644
H 1.1074 -4.5711 -4.0117 0.0215 -0.0178 0.0900
H 0.7713 -5.7653 -2.7436 0.0680 -0.0891 0.0380
H 2.4457 -5.1669 -3.0242 -0.0440 -0.1739 0.1315